[1]
{
  "formula": "C15H34FNO7P",
  "method": "ωB97M-V/def2-TZVPD",
  "elements": ["O", "P", "O", "O", "C", "C", "F", "O", "C", "O", "C", "O", "C", "C", "O", "H", "H", "H", "H", "H", "H", "H", "H", "H", "H", "H", "H", "H", "H", "C", "C", "C", "C", "N", "C", "C", "C", "C", "C", "H", "H", "H", "H", "H", "H", "H", "H", "H", "H", "H", "H", "H", "H", "H", "H", "H", "H", "H", "H"],
  "coordinates": [[2.753, -1.032, 1.840], [2.000, -0.329, 0.726], [0.726, -1.357, 0.323], [3.048, -0.145, -0.567], [4.413, -0.456, -0.189], [5.441, -0.120, -1.336], [4.873, -0.077, -2.597], [1.459, 1.189, 1.113], [0.963, 1.271, 2.466], [1.774, 2.091, 3.261], [2.947, 1.374, 3.647], [3.810, 2.129, 4.459], [5.113, 2.196, 3.883], [5.905, 0.850, 3.940], [5.921, 0.146, 2.672], [1.136, -2.231, 0.444], [4.493, -1.547, 0.010], [4.698, 0.172, 0.684], [6.254, -0.887, -1.294], [5.944, 0.849, -1.102], [-0.029, 1.784, 2.446], [0.789, 0.266, 2.926], [3.506, 1.132, 2.704], [2.674, 0.433, 4.194], [5.688, 2.937, 4.490], [5.033, 2.554, 2.822], [6.981, 1.031, 4.194], [5.518, 0.140, 4.715], [5.373, -0.635, 2.793], [-5.959, -2.247, -3.308], [-5.788, -1.627, -1.925], [-5.454, -0.134, -1.965], [-4.102, 0.280, -2.537], [-2.862, -0.347, -1.905], [-1.699, 0.645, -1.999], [-1.858, 1.525, -0.778], [-2.326, 0.568, 0.307], [-2.963, -0.620, -0.407], [-2.470, -1.593, -2.656], [-5.089, -2.079, -3.946], [-6.107, -3.323, -3.217], [-6.832, -1.827, -3.810], [-5.036, -2.186, -1.362], [-6.721, -1.752, -1.369], [-5.560, 0.287, -0.960], [-6.224, 0.373, -2.556], [-4.008, 1.361, -2.425], [-4.053, 0.072, -3.607], [-0.772, 0.073, -1.944], [-1.754, 1.177, -2.948], [-2.609, 2.299, -0.951], [-0.929, 2.029, -0.512], [-3.031, 1.052, 0.984], [-1.487, 0.223, 0.914], [-3.990, -0.780, -0.100], [-2.404, -1.533, -0.202], [-2.340, -1.333, -3.705], [-3.245, -2.344, -2.534], [-1.532, -1.965, -2.245]],
  "mulliken_charge": [-0.66, 1.08, -0.48, -0.39, 0.22, -0.41, -0.29, -0.29, -0.38, -0.46, 0.55, -0.41, -0.30, -0.45, -0.52, 0.33, 0.30, -0.07, 0.27, 0.27, 0.26, 0.47, -0.38, 0.23, 0.33, 0.29, 0.30, 0.30, 0.31, -1.36, -0.25, -1.08, -0.60, 0.52, -0.82, -0.59, -0.08, -0.84, -1.13, 0.30, 0.36, 0.40, 0.23, 0.43, 0.35, 0.51, 0.39, 0.47, 0.50, 0.36, 0.32, 0.46, 0.38, -0.12, 0.33, 0.33, 0.41, 0.39, 0.42],
  "lumo_ha": -0.088,
  "energy_ha": -1614.39234,
  "charge": 1
}

---

[2]
{
  "formula": "C31H30GaN4O5S",
  "method": "ωB97M-V/def2-TZVPD",
  "elements": ["Ga", "C", "C", "N", "C", "C", "N", "C", "O", "O", "C", "O", "O", "H", "H", "H", "H", "H", "C", "C", "C", "N", "C", "S", "N", "C", "O", "C", "C", "C", "C", "C", "C", "H", "H", "H", "H", "H", "H", "H", "H", "H", "H", "H", "H", "H", "H", "C", "C", "C", "C", "C", "C", "C", "C", "C", "C", "C", "C", "C", "C", "H", "H", "H", "H", "H", "H", "H", "H", "H", "H", "H"],
  "coordinates": [[0.661, 2.129, -0.407], [4.465, 0.679, -0.822], [4.077, 2.105, -0.652], [2.846, 2.588, -0.561], [2.962, 3.950, -0.413], [4.273, 4.305, -0.421], [4.951, 3.128, -0.574], [5.032, 5.581, -0.296], [4.324, 6.684, -0.210], [6.234, 5.539, -0.283], [1.720, 4.729, -0.279], [1.706, 5.938, -0.211], [0.639, 3.976, -0.240], [3.605, 0.111, -1.166], [4.804, 0.258, 0.127], [5.274, 0.581, -1.545], [5.961, 3.080, -0.595], [3.352, 6.518, -0.210], [-5.625, 2.593, 1.315], [-5.013, 1.611, 2.313], [-3.531, 1.362, 2.056], [-3.338, 0.658, 0.781], [-2.538, 0.986, -0.209], [-1.735, 2.516, -0.260], [-2.427, 0.162, -1.279], [-2.834, -1.184, -1.536], [-3.062, -1.455, -2.684], [-2.885, -2.188, -0.439], [-3.763, -3.257, -0.614], [-3.794, -4.293, 0.304], [-2.920, -4.286, 1.384], [-2.017, -3.242, 1.545], [-2.002, -2.192, 0.643], [-6.670, 2.784, 1.559], [-5.587, 2.207, 0.293], [-5.093, 3.548, 1.335], [-5.552, 0.658, 2.283], [-5.107, 2.000, 3.327], [-3.097, 0.753, 2.852], [-2.994, 2.303, 2.008], [-3.881, -0.187, 0.670], [-2.133, 0.618, -2.129], [-4.411, -3.262, -1.483], [-4.491, -5.110, 0.170], [-2.933, -5.103, 2.096], [-1.311, -3.253, 2.366], [-1.264, -1.407, 0.764], [1.508, -4.260, -3.406], [1.031, -4.157, -2.106], [0.875, -2.917, -1.508], [1.179, -1.747, -2.206], [1.623, -1.866, -3.528], [1.804, -3.107, -4.119], [0.999, -0.369, -1.694], [1.007, 0.176, -0.464], [1.296, -0.401, 0.865], [2.200, -1.451, 1.061], [2.406, -1.982, 2.324], [1.734, -1.468, 3.427], [0.885, -0.384, 3.264], [0.681, 0.145, 1.997], [1.635, -5.232, -3.865], [0.775, -5.051, -1.550], [0.494, -2.865, -0.498], [1.826, -0.967, -4.101], [2.162, -3.170, -5.139], [0.843, 0.328, -2.519], [2.757, -1.840, 0.219], [3.104, -2.802, 2.450], [1.888, -1.897, 4.410], [0.394, 0.060, 4.123], [0.019, 1.002, 1.887]],
  "mulliken_charge": [1.78, -0.84, 0.13, 0.01, -0.05, 0.16, -0.09, 0.48, -0.51, -0.57, 0.83, -0.75, -0.35, -0.06, 0.30, 0.50, 0.25, 0.43, -1.05, -0.67, -0.90, 0.29, 0.10, -0.42, 0.16, 0.09, -0.57, -0.04, -0.62, -0.67, -0.54, -0.74, 0.43, 0.38, 0.26, 0.28, 0.36, 0.38, 0.27, 0.53, 0.32, 0.37, 0.49, 0.42, 0.43, 0.50, 0.63, -0.52, -1.05, 0.31, 0.55, -0.55, -0.73, -1.25, 0.53, -0.22, 0.13, -1.08, -0.67, -0.94, -0.27, 0.41, 0.43, 0.52, 0.39, 0.42, 0.34, 0.67, 0.47, 0.45, 0.47, 0.09],
  "lumo_ha": -0.117,
  "energy_ha": -4117.42840,
  "charge": 1,
  "relative_energy_ev": 1.153
}

---

[3]
{
  "formula": "C32H32LiN2O4S2",
  "method": "ωB97M-V/def2-TZVPD",
  "elements": ["Li", "O", "C", "C", "C", "C", "C", "C", "C", "N", "C", "C", "N", "C", "C", "C", "C", "C", "C", "C", "O", "H", "H", "H", "H", "H", "H", "H", "H", "H", "H", "H", "H", "H", "H", "O", "S", "C", "C", "C", "C", "S", "O", "C", "C", "C", "C", "C", "C", "C", "C", "C", "C", "C", "C", "H", "H", "H", "H", "H", "H", "H", "H", "H", "H", "H", "H", "H", "H", "H", "H", "H", "H"],
  "coordinates": [[-0.356, -2.193, -0.021], [-0.778, -2.001, 1.791], [-1.769, -2.109, 2.572], [-1.577, -2.042, 3.987], [-2.616, -2.039, 4.877], [-3.935, -2.102, 4.428], [-4.168, -2.184, 3.074], [-3.135, -2.208, 2.135], [-3.466, -2.287, 0.739], [-2.649, -2.615, -0.169], [-3.039, -2.614, -1.537], [-1.994, -1.827, -2.326], [-0.711, -2.380, -2.078], [0.206, -2.281, -2.939], [1.575, -2.648, -2.725], [2.466, -2.529, -3.791], [3.818, -2.741, -3.651], [4.314, -3.080, -2.393], [3.468, -3.207, -1.323], [2.056, -3.010, -1.421], [1.329, -3.088, -0.389], [-0.554, -1.997, 4.338], [-2.418, -1.971, 5.943], [-4.753, -2.085, 5.134], [-5.190, -2.244, 2.717], [-4.522, -2.047, 0.487], [-3.035, -3.651, -1.896], [-4.045, -2.172, -1.701], [-2.254, -1.799, -3.403], [-1.989, -0.812, -1.925], [-0.009, -1.837, -3.935], [2.070, -2.244, -4.761], [4.488, -2.640, -4.494], [5.382, -3.229, -2.265], [3.852, -3.459, -0.342], [0.577, -0.397, -0.597], [1.837, -0.645, 0.086], [1.678, 0.368, 1.646], [0.932, 1.655, 1.352], [-0.136, 2.005, 2.390], [-1.341, 1.087, 2.295], [-2.584, 1.359, 0.937], [-2.184, 0.610, -0.247], [-2.159, 3.091, 0.505], [-1.428, 3.295, -0.651], [-1.193, 4.580, -1.103], [-1.701, 5.659, -0.396], [-2.425, 5.454, 0.768], [-2.658, 4.166, 1.222], [2.958, 0.553, -0.734], [4.281, 0.704, -0.355], [5.113, 1.551, -1.070], [4.631, 2.223, -2.183], [3.317, 2.043, -2.583], [2.485, 1.216, -1.853], [2.673, 0.523, 2.060], [1.105, -0.296, 2.288], [0.432, 1.515, 0.390], [1.641, 2.483, 1.248], [-0.432, 3.051, 2.262], [0.288, 1.908, 3.394], [-1.945, 1.137, 3.201], [-1.031, 0.055, 2.122], [-1.074, 2.427, -1.187], [-0.628, 4.739, -2.009], [-1.539, 6.664, -0.759], [-2.814, 6.300, 1.319], [-3.231, 3.992, 2.120], [4.663, 0.158, 0.496], [6.144, 1.682, -0.765], [5.286, 2.879, -2.741], [2.944, 2.533, -3.470], [1.458, 1.047, -2.135]],
  "mulliken_charge": [0.78, -0.24, -0.07, -0.47, -0.51, -0.70, -0.66, 0.78, -0.51, -0.01, -0.96, -0.31, 0.08, -0.45, 0.98, -0.62, -0.62, -0.56, -0.25, 0.09, -0.84, 0.37, 0.36, 0.38, 0.33, 0.10, 0.30, 0.45, 0.53, -0.05, 0.10, 0.31, 0.38, 0.36, 0.41, -0.52, 0.51, -0.97, 0.35, -1.46, 1.35, -0.01, -0.32, 0.02, -0.04, -0.73, -0.43, -0.55, -0.23, 0.51, -0.58, -0.74, -0.39, -0.82, -0.20, 0.58, 0.33, -0.40, 0.49, 0.35, 0.50, 0.75, -1.52, 0.32, 0.43, 0.36, 0.38, 0.41, 0.39, 0.38, 0.38, 0.43, 0.42],
  "lumo_ha": 0.089,
  "energy_ha": -2453.05950,
  "charge": -1,
  "relative_energy_ev": 0.552
}

---

F_max
In order: 3.43; 0.55; 3.59
Unit: eV Å⁻¹